No. 1
The following is a DFT calculation (ωB97M-V/def2-TZVPD) of C4H5FO2 in the gas phase in a non-equilibrium geometry.

Each line ends with the Mulliken charge.
Atoms and positions in Å:
C 1.71 0.65 -0.04  0.225
C 1.01 -0.67 -0.04  0.839
C -1.31 0.65 0.11  -0.944
C -0.51 -0.78 -0.12  -0.499
O 2.02 1.64 -0.58  -0.491
O 1.65 0.03 1.10  -0.387
F 1.65 -1.81 -0.40  -0.275
H -1.55 0.86 1.20  0.282
H -2.38 0.45 -0.47  0.259
H -0.84 1.54 -0.29  0.343
H -0.63 -1.16 -1.11  0.337
H -0.83 -1.40 0.64  0.312

Calculated values
Total charge: 0
Molecular weight: 104.080 g mol⁻¹
HOMO-LUMO gap: 11.1210 eV
SMILES: CC[C@]1(F)OC1=O
Multiplicity: 1
Calculated total energy: -11039.4895 eV

***

No. 2
The following is a DFT calculation (ωB97M-V/def2-TZVPD) of CH4BF in the gas phase in a non-equilibrium geometry.

Each line ends with the Mulliken charge.
Atoms and positions in Å:
B 0.36 -0.46 -0.80  0.145
C -0.12 0.16 0.61  -0.159
F -1.11 1.12 0.32  -0.294
H 0.76 0.47 -1.49  -0.030
H 0.27 -1.66 -0.99  -0.021
H 0.58 0.77 1.05  0.165
H -0.74 -0.40 1.31  0.194

Calculated values
Total charge: 0
Molecular weight: 45.853 g mol⁻¹
HOMO-LUMO gap: 10.9621 eV
SMILES: BCF
Multiplicity: 1
Calculated total energy: -4493.6787 eV

***

No. 3
The following is a DFT calculation (ωB97M-V/def2-TZVPD) of a molecular structure, C17H21InNO11 in a non-equilibrium geometry.

Each line ends with the Mulliken charge.
Atoms and positions in Å:
In -1.58 -0.94 1.57  0.749
C -2.30 1.68 3.44  0.723
O -1.37 0.86 3.80  -0.623
O -2.97 1.40 2.36  -0.758
O -2.42 2.76 4.08  -0.784
C 1.79 0.73 1.36  0.860
O 2.32 -0.31 0.85  -0.584
O 2.69 1.40 1.96  -0.665
O 0.58 1.03 1.38  -0.475
C 1.06 -1.72 4.31  -0.370
C 2.36 -1.30 4.60  0.493
C 3.56 -1.92 3.86  0.648
O 4.67 -1.38 3.72  -0.757
C 3.35 -3.17 3.23  -0.503
C 2.07 -3.77 3.16  0.436
C 0.82 -2.85 3.46  0.425
O -0.27 -3.12 2.93  -0.805
O 1.93 -4.97 2.84  -0.747
O 2.52 -0.33 5.38  -0.727
H 0.22 -1.25 4.82  0.303
H 4.14 -3.62 2.65  0.278
C -2.71 1.96 -0.72  -1.807
C -1.77 1.47 -1.84  1.290
C -0.62 2.49 -1.72  -1.194
C 0.59 2.11 -2.54  -0.818
C 1.07 0.69 -2.23  -1.020
C -0.03 -0.37 -2.22  1.655
N -1.28 0.12 -1.62  1.414
O -2.25 -0.84 -1.47  -0.426
C -0.27 -0.92 -3.64  -1.879
C 0.54 -1.54 -1.37  -1.660
C -2.40 1.61 -3.23  -1.956
H -3.61 1.36 -0.58  0.298
H -3.06 2.97 -0.96  0.417
H -2.21 1.88 0.25  0.351
H -0.86 3.51 -2.04  0.451
H -0.29 2.57 -0.68  0.358
H 1.47 2.72 -2.34  0.428
H 0.39 2.34 -3.60  0.375
H 1.65 0.69 -1.31  0.194
H 1.79 0.53 -3.04  0.310
H -1.25 -1.39 -3.75  0.232
H -0.21 -0.23 -4.50  0.382
H 0.50 -1.57 -4.06  0.474
H 1.61 -1.72 -1.50  0.345
H 0.57 -1.16 -0.34  0.108
H -0.03 -2.44 -1.57  0.291
H -3.22 0.89 -3.32  0.336
H -1.73 1.51 -4.09  0.324
H -2.88 2.57 -3.42  0.420
H -2.66 -1.01 -2.34  0.192

Calculated values
Total charge: -3
Molecular weight: 530.169 g mol⁻¹
HOMO-LUMO gap: 2.8870 eV
Multiplicity: 1
Calculated total energy: -47146.8488 eV

***

No. 4
The following is a DFT calculation (ωB97M-V/def2-TZVPD) of a molecular structure, C14H17BF10IrN2O4S2.

Each line ends with the Mulliken charge.
Atoms and positions in Å:
Ir 1.23 -0.19 -0.79  1.109
F 1.36 3.30 -1.16  -0.166
C 1.75 4.10 -0.18  0.600
F 0.80 5.01 0.04  -0.229
F 2.86 4.73 -0.55  -0.245
S 2.01 3.14 1.38  1.003
O 1.01 2.11 1.37  -0.600
O 2.02 4.12 2.42  -0.692
N 3.49 2.58 1.21  -0.553
S 3.96 1.23 0.63  0.947
O 3.15 0.64 -0.46  -0.620
O 5.35 1.25 0.34  -0.679
C 3.77 0.00 2.04  0.647
F 2.94 0.45 2.97  -0.220
F 3.32 -1.17 1.60  -0.217
F 4.96 -0.20 2.60  -0.247
C -1.75 -0.20 -3.11  -1.233
C -2.05 -1.57 -2.49  0.446
C -0.92 -2.57 -2.76  -1.261
C -2.44 -1.46 -1.03  0.426
C -3.73 -1.81 -0.66  -1.086
C -4.16 -1.71 0.65  -1.135
C -3.32 -1.23 1.64  -0.595
C -2.02 -0.86 1.33  0.080
C -1.06 -0.35 2.39  2.236
C -0.23 -1.52 2.94  -1.353
C -1.75 0.41 3.51  -1.923
C -1.60 -0.99 -0.01  1.519
N -0.29 -0.66 -0.28  -0.603
H -1.52 -0.31 -4.17  0.400
H -0.89 0.28 -2.65  0.077
H -2.62 0.47 -3.01  0.339
H -2.94 -1.96 -2.99  0.369
H 0.02 -2.24 -2.33  0.110
H -0.77 -2.65 -3.84  0.420
H -1.17 -3.56 -2.37  0.335
H -4.41 -2.18 -1.42  0.359
H -5.17 -2.00 0.91  0.376
H -3.68 -1.15 2.66  0.267
H -0.37 0.34 1.90  -0.695
H -0.87 -2.25 3.43  0.340
H 0.49 -1.15 3.67  0.319
H 0.32 -2.01 2.14  0.363
H -2.34 -0.25 4.15  0.387
H -2.40 1.19 3.13  0.434
H -0.99 0.88 4.14  0.458
F 3.38 0.69 -4.33  -0.334
B 2.12 0.44 -3.84  0.582
F 1.45 1.57 -3.44  -0.329
F 1.37 -0.35 -4.69  -0.354
F 2.31 -0.40 -2.59  -0.579

Calculated values
Total charge: -1
Molecular weight: 734.443 g mol⁻¹
HOMO-LUMO gap: 7.1771 eV
Multiplicity: 1
Calculated total energy: -78331.0600 eV

***

No. 5
The following is a DFT calculation (ωB97M-V/def2-TZVPD) of C3H7NO2S in the gas phase in a non-equilibrium geometry.

Each line ends with the Mulliken charge.
Atoms and positions in Å:
C 0.37 0.39 0.45  -0.570
C 1.39 -0.78 0.06  -0.587
S 3.24 0.00 0.09  -0.230
N -1.12 0.14 0.42  -0.197
C -1.78 0.60 -0.76  0.450
O -3.14 0.37 -0.47  -0.514
O -1.34 1.06 -1.77  -0.500
H 0.72 0.79 1.39  0.412
H 0.61 1.20 -0.19  0.346
H 1.33 -1.16 -1.00  0.286
H 1.38 -1.63 0.76  0.356
H 3.73 -0.57 1.22  0.130
H -1.87 -0.28 1.03  0.276
H -3.53 -0.13 -1.23  0.340

Calculated values
Total charge: 0
Molecular weight: 121.161 g mol⁻¹
HOMO-LUMO gap: 9.9107 eV
SMILES: O=C(O)NCCS
Multiplicity: 1
Calculated total energy: -19644.3480 eV

***

No. 6
The following is a DFT calculation (ωB97M-V/def2-TZVPD) of 2 unconnected molecules or ions with the total composition C4H9NO in a non-equilibrium geometry.

Each line ends with the Mulliken charge.
Atoms and positions in Å:
C 2.43 -2.01 -1.12  -0.832
C 1.65 -0.94 -1.49  0.086
N 0.32 -0.97 -1.53  -0.412
H 2.18 -2.57 -0.24  0.242
H 3.42 -2.19 -1.59  0.211
H 2.09 -0.09 -2.12  0.214
H -0.10 -1.75 -0.94  0.246
H -0.18 -0.02 -1.46  0.285
O -1.49 0.67 -0.12  -0.530
C -1.30 1.46 0.78  0.218
C -1.94 1.39 2.12  -0.790
H -0.74 2.56 0.56  0.228
H -2.89 1.93 1.86  0.256
H -1.36 2.13 2.78  0.279
H -2.09 0.39 2.50  0.299

Calculated values
Total charge: 0
Molecular weight: 87.122 g mol⁻¹
HOMO-LUMO gap: 8.0521 eV
SMILES: C=CN.CC=O
Multiplicity: 1
Calculated total energy: -7829.2165 eV

***

> The highest molecular weight belongs to which entry?

C14H17BF10IrN2O4S2

***

> What is the molecular weight in the fifth record?

121.161 g mol⁻¹

***

Repeat the first record exactly.
The following is a DFT calculation (ωB97M-V/def2-TZVPD) of C4H5FO2 in the gas phase in a non-equilibrium geometry.

Each line ends with the Mulliken charge.
Atoms and positions in Å:
C 1.71 0.65 -0.04  0.225
C 1.01 -0.67 -0.04  0.839
C -1.31 0.65 0.11  -0.944
C -0.51 -0.78 -0.12  -0.499
O 2.02 1.64 -0.58  -0.491
O 1.65 0.03 1.10  -0.387
F 1.65 -1.81 -0.40  -0.275
H -1.55 0.86 1.20  0.282
H -2.38 0.45 -0.47  0.259
H -0.84 1.54 -0.29  0.343
H -0.63 -1.16 -1.11  0.337
H -0.83 -1.40 0.64  0.312

Calculated values
Total charge: 0
Molecular weight: 104.080 g mol⁻¹
HOMO-LUMO gap: 11.1210 eV
SMILES: CC[C@]1(F)OC1=O
Multiplicity: 1
Calculated total energy: -11039.4895 eV

***

> The lowest calculated total energy belongs to which entry?

C14H17BF10IrN2O4S2